1.
76
Properties=species:S:1:pos:R:3:forces:R:3 method="wB97M-V/def2-TZVPD" gap_ev="8.4 / 7.3" e_above_lowest_kcal_mol=9.4 homo_energy_ev="-7.74 / -7.88" multiplicity=3
H 3.112 4.909 3.962 -0.091 -0.190 -0.119
C -1.646 -0.497 5.342 -0.062 -0.180 0.089
H -2.541 1.895 6.238 0.244 -0.004 -0.019
H 1.278 5.395 5.688 -0.105 -0.196 -0.083
N -0.663 -0.201 -1.675 -0.762 -0.501 -1.909
N 1.995 -0.613 -1.170 2.125 -1.087 -1.546
C 0.093 -4.119 0.024 0.013 0.768 0.481
H -1.720 -2.251 -3.952 -0.004 0.127 -0.030
H 1.834 3.020 -1.114 0.068 0.034 -0.091
H -4.612 2.056 0.252 0.243 0.088 -0.002
C -2.727 0.332 1.347 -0.102 -0.218 -0.203
H -2.727 -0.341 5.233 0.247 -0.022 -0.057
H -3.713 3.215 3.010 0.012 -0.194 -0.063
C -2.896 1.834 1.553 0.299 0.444 -0.013
H 0.455 -3.396 -2.770 -0.023 0.013 0.019
B 0.449 -2.473 -2.011 0.010 0.819 0.903
C 0.593 0.604 5.497 0.183 -0.207 0.276
H -1.712 1.625 -1.978 0.013 -0.321 0.108
H 1.075 3.637 5.719 -0.149 0.165 -0.117
H -1.919 0.126 0.626 -0.383 0.081 0.178
H 1.142 1.553 5.528 -0.102 -0.182 -0.097
H -0.368 6.144 3.278 0.186 -0.086 -0.030
H -3.276 1.624 3.686 -0.186 0.228 -0.307
C 2.466 4.173 3.461 0.198 0.054 0.067
H -0.128 -4.724 2.139 -0.015 -0.102 0.064
O -1.594 2.480 1.624 -0.006 -0.871 0.389
H -1.470 -0.982 6.311 -0.061 0.048 -0.200
H 2.979 -2.642 -3.473 0.111 -0.052 -0.084
C 0.733 4.557 5.230 0.044 0.074 0.236
H 1.005 3.150 0.459 -0.093 -0.357 -0.117
H -3.055 2.330 -0.569 -0.110 0.037 0.262
C -3.606 2.484 0.367 -0.093 0.037 -0.131
H 0.927 5.935 2.074 -0.083 -0.067 0.163
Pd 0.562 0.158 -0.010 -1.704 -1.231 1.361
N 0.151 -1.937 0.455 0.061 -1.117 0.139
S 1.185 0.943 2.062 0.924 -0.520 1.053
H -3.712 3.564 0.539 0.089 -0.257 -0.048
H -4.739 1.792 2.685 0.220 0.111 -0.018
O -1.164 1.440 4.014 0.212 -0.285 0.334
C 2.922 -1.851 -2.748 0.001 0.570 0.577
H 0.023 -2.000 2.558 -0.078 -0.020 -0.227
H 4.810 -0.702 -2.777 0.265 -0.075 -0.151
H -2.480 -0.173 2.288 -0.008 0.094 -0.156
C -1.572 0.593 -2.275 0.625 -1.585 -0.165
C 3.231 -0.109 -1.376 -1.454 -1.005 -0.213
H -2.955 0.217 -3.959 -0.158 0.013 -0.172
C 0.694 5.906 3.144 -0.032 0.144 -0.071
C 1.010 4.533 3.733 -0.372 -0.420 -0.451
H 2.716 3.175 3.841 -0.101 0.148 -0.088
O 0.123 3.607 3.075 0.325 0.421 0.272
H -3.656 -0.097 0.943 0.254 0.026 0.173
H 3.570 0.742 -0.791 -0.073 -0.282 -0.238
N 1.815 -1.706 -2.006 0.401 1.472 0.649
H -1.299 -1.175 4.551 -0.059 0.181 0.111
H 1.008 -0.018 4.695 -0.115 0.177 0.207
C -2.179 -0.134 -3.309 0.062 -0.103 -0.054
C -3.701 2.135 2.816 -0.310 -0.163 0.213
Si -0.390 2.093 2.718 -0.641 1.264 0.648
C -1.565 -1.384 -3.329 0.123 0.660 0.412
H 0.749 0.097 6.461 0.030 0.121 -0.233
H 0.074 3.285 -1.058 -0.100 0.075 -0.070
H -1.295 1.321 7.369 -0.038 0.088 -0.178
N 0.207 -2.895 -0.534 -0.200 0.306 0.934
H 2.684 4.202 2.387 -0.083 -0.062 0.169
H 0.754 1.668 -0.689 0.350 2.692 -0.409
H -0.337 4.703 5.424 0.226 -0.073 -0.084
H 0.114 -5.000 -0.601 -0.021 0.051 0.146
C -1.460 1.759 6.375 -0.036 0.118 0.176
C 0.917 2.808 -0.570 0.009 -0.265 -0.519
C 3.832 -0.864 -2.375 0.337 -0.223 -0.348
C 0.026 -2.562 1.632 0.116 -0.525 -1.220
N -0.635 -1.410 -2.359 -0.437 1.355 0.547
H -0.975 2.743 6.349 -0.135 -0.306 -0.048
C -0.898 0.831 5.303 -0.009 0.310 -0.669
C -0.027 -3.951 1.402 0.039 0.058 -0.228
H 1.287 6.681 3.645 -0.069 -0.117 -0.080



2.
73
Properties=species:S:1:pos:R:3:forces:R:3 method="wB97M-V/def2-TZVPD" gap_ev="6.6 / 4.9" e_above_lowest_kcal_mol=15.0 homo_energy_ev="-14.44 / -14.43" total_charge=+2 multiplicity=1
H 2.295 -1.872 -0.310 -0.100 0.095 -0.697
H 2.740 -1.858 3.648 -0.021 0.253 -0.156
N -1.275 -1.513 -3.257 -0.614 -0.181 -0.038
C 1.098 1.751 1.971 0.315 -0.063 0.035
C -2.105 -2.487 -5.114 0.235 0.439 0.096
H 2.076 1.061 0.178 0.184 0.072 -0.093
H -3.380 -0.505 3.263 0.252 -0.068 -0.309
C 3.400 -0.766 -1.931 -0.485 0.061 -0.095
C 2.358 1.515 1.129 0.299 -0.174 -0.317
N -0.598 -1.042 -4.361 -0.113 -0.050 0.562
C -1.724 1.456 3.715 -0.174 -0.068 0.040
H -1.883 -2.133 -0.518 -1.254 -1.351 0.519
H -2.315 -3.729 -1.021 0.238 -0.080 0.097
N 1.183 -1.138 -1.996 1.351 0.343 -0.185
H -2.029 0.970 0.311 -0.246 0.148 0.192
C -0.851 3.385 -5.295 -0.560 1.023 1.467
B 0.568 -0.010 -4.296 0.428 -1.321 -0.654
H 0.996 -3.275 3.197 -0.195 0.195 -0.189
H -2.750 -1.208 1.752 0.055 0.071 0.224
H 2.551 2.387 3.487 -0.296 -0.093 -0.138
H 4.422 -0.778 -1.597 0.057 0.041 -0.127
C 0.417 -2.536 2.621 -0.011 -0.153 -0.139
H -1.300 4.209 -3.254 0.318 -0.334 -0.011
P 0.069 0.161 1.917 -0.764 1.829 2.853
C 2.342 -1.030 3.043 0.117 -0.162 -0.062
C -1.087 -1.618 -5.495 -0.498 -0.190 0.984
H -2.710 -3.106 -5.742 -0.100 -0.107 -0.239
C -2.459 -0.734 2.702 -0.076 -0.140 0.064
H -0.712 -1.353 -6.479 0.015 -0.168 0.346
H 0.672 -2.666 1.560 0.034 -0.067 0.185
H -0.648 -2.761 2.759 0.370 0.031 -0.042
C -1.503 -3.210 -0.511 -1.165 -1.219 1.116
H -1.198 2.410 3.572 -0.209 -0.364 0.129
H 0.692 -0.052 5.050 -0.138 -0.301 -0.137
H -1.897 -1.465 3.291 -0.337 0.291 -0.137
C 2.868 -0.138 -3.058 -0.346 -0.455 0.731
H -1.307 0.933 4.587 -0.200 0.333 -0.263
C 0.378 -0.990 4.578 -0.050 -0.060 0.184
H 3.107 0.878 1.600 -0.164 0.123 -0.040
H -2.921 -2.880 -3.078 0.273 0.165 0.004
C 0.813 -1.128 3.103 -0.053 -0.127 0.001
H 3.367 0.453 -3.815 -0.134 -0.157 0.038
C 1.475 2.166 3.416 0.022 0.214 0.247
H -2.276 2.406 1.348 -0.107 -0.431 -0.071
H -1.402 -3.531 0.544 -0.226 0.241 -0.679
H -0.510 3.262 1.803 0.172 -0.119 -0.112
H 1.261 1.408 4.178 0.065 0.337 -0.310
H -3.478 1.091 1.352 0.305 0.145 -0.074
H 2.837 2.478 0.915 -0.132 -0.146 0.143
H 1.034 3.699 1.071 -0.154 -0.202 0.105
C -2.204 -2.378 -3.718 0.972 0.743 -0.678
C -2.403 1.318 1.286 -0.020 -0.027 0.123
H 1.226 -0.167 -5.312 -0.327 0.242 0.287
C 0.339 2.865 1.241 -0.148 0.226 -0.110
H -0.697 -1.126 4.742 0.368 0.067 -0.043
C -1.689 0.579 2.448 0.200 0.121 0.031
N -0.323 2.306 -3.366 -1.195 1.486 -0.165
H 2.697 -1.164 2.011 0.046 0.082 0.338
C -0.257 2.152 -5.598 1.609 -3.338 1.741
C 2.308 -1.374 -1.287 0.154 0.996 -1.251
H 0.889 -1.792 5.134 -0.122 0.164 -0.199
H -0.571 -3.476 -1.042 -0.155 -0.215 -0.128
N 0.083 -0.347 0.440 -0.100 -1.640 -1.101
H 0.950 3.080 3.720 0.059 -0.245 -0.110
C -0.886 3.416 -3.871 0.441 -0.899 0.178
H -0.002 2.515 0.259 0.002 0.168 0.121
H 2.721 -0.087 3.462 -0.080 -0.411 -0.207
Zn -0.462 -1.574 -0.950 2.427 3.352 -2.498
H 0.021 1.722 -6.550 -0.106 0.011 0.002
N 0.012 1.485 -4.437 -0.326 1.570 -2.272
N 1.529 -0.350 -3.099 -0.300 -0.539 1.030
H -1.197 4.147 -5.970 0.015 0.013 -0.160
H -2.784 1.681 3.924 0.402 -0.023 0.024



3.
70
Properties=species:S:1:pos:R:3:forces:R:3 method="wB97M-V/def2-TZVPD" gap_ev="5.8 / 6.1" e_above_lowest_kcal_mol=111.2 homo_energy_ev="-20.21 / -20.23" total_charge=+4 multiplicity=3
O -2.472 -3.027 -0.509 -2.161 3.532 1.897
C -1.911 1.123 1.923 -0.156 0.513 -0.138
H -3.010 1.264 1.909 0.586 -0.100 0.069
H -1.487 3.289 0.186 0.047 -0.400 -0.382
H -6.280 -3.592 3.061 -0.065 0.093 -0.225
C 3.060 0.196 2.139 1.185 -0.044 -3.100
H 0.047 1.587 -3.381 0.266 -0.079 -0.222
H 1.844 -1.738 -3.907 0.197 0.043 0.423
H -1.479 2.095 2.211 -0.085 -0.446 0.027
N 2.926 0.365 0.795 0.778 -0.497 -0.394
H 4.493 -0.311 3.590 -0.069 -0.476 0.012
C 1.108 3.575 1.560 -0.145 0.012 0.257
C -3.085 0.084 -0.409 0.488 1.221 -0.497
H 1.629 3.210 2.451 0.004 0.019 -0.160
C 4.218 -0.389 2.542 1.635 -1.036 1.415
H -1.652 0.387 2.670 0.091 -0.269 0.061
H -0.450 -1.072 1.622 0.746 0.243 -0.370
W 1.082 0.471 -0.105 -1.443 1.594 -1.281
H -3.130 -0.040 -1.496 -0.089 -0.324 0.107
C -3.200 -2.809 1.776 -1.769 0.356 1.602
H 2.021 -2.214 0.221 -0.355 0.633 0.055
C 3.880 -0.044 -0.170 -2.179 0.331 3.075
H -6.519 -4.560 0.724 -0.023 -0.316 0.158
C 5.020 -1.127 1.651 -0.582 1.129 0.703
H -1.751 2.633 -1.472 0.016 0.065 -0.007
C 1.015 3.922 -1.257 -0.502 -0.048 -0.325
C 2.157 -1.452 -2.887 0.109 0.222 0.265
P 0.744 -0.460 -2.224 -0.030 -0.900 -3.245
H -2.711 -1.545 -0.405 0.696 -3.802 -0.376
C -1.943 2.482 -0.410 -0.075 0.474 -0.027
H -3.597 -0.672 0.207 -0.039 -0.321 0.226
C 4.783 -0.947 0.291 1.931 -0.416 -1.866
H -2.215 -2.505 2.107 -0.162 0.492 -0.021
C -5.600 -4.100 1.053 0.938 -0.675 -0.824
H 2.410 -2.333 -2.301 -0.129 -0.068 -0.021
C 3.464 3.196 -0.057 0.129 -0.069 0.047
P -1.409 0.790 0.174 -2.766 2.087 0.617
C 1.112 -1.590 0.151 -0.874 -2.281 1.379
C 0.593 -0.827 1.333 -0.679 -3.589 1.632
H 1.317 4.645 1.440 -0.008 -0.120 0.173
C -4.337 -2.776 2.620 2.840 0.957 0.665
H 3.898 2.870 -1.011 -0.125 0.137 0.127
P 1.679 2.810 0.012 1.339 2.863 0.024
C 0.928 0.931 -3.389 -0.162 0.191 0.078
H 0.289 -2.180 -0.317 0.680 0.331 0.197
H 5.861 -1.725 1.997 -0.192 0.076 -0.009
H 0.031 3.451 1.706 0.263 0.084 -0.033
H -1.213 -2.048 -2.278 0.216 -0.063 -0.109
H 1.476 3.698 -2.217 0.061 0.080 -0.072
H -0.075 3.864 -1.373 0.471 0.062 0.065
C -3.340 -3.362 0.488 1.097 -0.039 -0.997
H -3.721 1.032 -0.229 0.550 -1.964 -0.108
H -4.459 -4.827 -0.671 -0.223 0.574 0.390
H 1.276 4.941 -0.966 0.039 0.012 -0.036
H 3.750 0.320 -1.174 0.120 -0.098 -0.253
H 1.839 1.513 -3.168 -0.305 -0.202 -0.208
Br 5.907 -1.719 -1.046 -0.329 0.090 0.645
H 4.040 2.737 0.757 -0.282 0.148 -0.150
H -3.041 2.612 -0.269 0.826 -0.085 0.001
H 3.566 4.283 0.017 0.037 -0.102 -0.050
H -4.273 -2.202 3.584 -0.031 -0.907 -0.966
H -1.510 -0.573 -3.244 0.405 -0.164 0.142
H 1.044 0.429 -4.364 -0.112 0.557 0.121
C -4.472 -4.192 0.231 -1.153 -0.311 -0.617
H -0.361 -1.805 -3.849 -0.315 0.131 0.424
C -5.503 -3.488 2.308 -0.399 0.135 -0.541
H 2.192 0.405 2.708 0.094 0.778 0.918
H 3.050 -0.812 -2.969 -0.318 -0.232 -0.013
H 1.206 -0.831 2.248 -0.731 -0.105 -0.642
C -0.750 -1.312 -2.938 0.183 0.287 0.288